Molecular formula: C27H31Cl60IO4
Method: DFT, ωB97M-V with the def2-TZVPD basis set

Positions of all 123 atoms, in Å:
I 7.385781 -2.098877 -0.325828
Cl -8.381494 8.092149 -2.268966
Cl -6.457275 7.063097 -4.957738
Cl -12.893529 6.789334 -3.774896
Cl -4.489549 -3.637830 -8.266775
Cl 5.178437 -7.302911 -1.219816
Cl -3.119912 -7.654728 -1.694160
Cl 1.492963 0.185752 8.121291
Cl 2.237983 -9.600154 -4.139607
Cl -6.017151 5.333623 -2.218631
Cl -4.216505 -5.008668 5.227594
Cl 2.675583 0.563783 -4.159833
Cl -7.252245 3.941577 0.010705
Cl -0.062954 -9.285239 -2.401984
Cl -5.143311 -0.918383 10.138185
Cl 4.364746 4.122712 2.009409
Cl -3.014572 -6.507540 3.047357
Cl 1.777935 -1.866735 2.241805
Cl -3.127160 4.534417 2.212944
Cl 8.394308 3.279012 0.993693
Cl 1.793809 1.385976 5.496203
Cl 5.225016 -4.490067 -0.454578
Cl 7.575164 5.957334 0.226622
Cl -6.397089 -2.600707 1.587010
Cl 7.186022 0.796504 -7.707241
Cl 5.729701 7.008487 -4.980501
Cl 7.545400 -5.697643 -1.717235
Cl -4.887202 -9.633846 -0.514768
Cl -3.657420 6.674236 -5.623395
Cl 2.534433 2.419976 0.524434
Cl -4.385457 -2.281668 7.687128
Cl -3.307735 -1.401297 -3.923284
Cl -3.993049 -1.093263 0.967955
Cl -2.006878 -9.880176 -0.204810
Cl -10.095424 5.846968 -1.613385
Cl -5.054063 -3.621151 -3.265841
Cl 6.563911 3.652183 -1.229543
Cl -12.988967 3.978425 -4.501761
Cl 0.040082 -0.149395 -3.172496
Cl 2.181447 5.305983 0.505900
Cl -6.068763 2.430028 -2.172978
Cl -3.383091 -5.874089 -6.776941
Cl -6.261169 -5.611843 -7.079132
Cl 7.886491 5.790454 -3.462800
Cl -4.145714 2.203678 0.811020
Cl 6.049358 4.120621 -4.960041
Cl -10.658583 8.473108 -0.506899
Cl -1.114397 -1.688516 2.004098
Cl -2.945491 -3.617636 3.008710
Cl -10.599137 5.537765 -5.048109
Cl 5.387964 0.040214 -5.553907
Cl -5.589075 -0.975734 -2.184658
Cl -2.337244 -1.330610 9.514727
Cl -6.244605 0.223013 2.266884
Cl -5.725130 5.697066 -7.413854
Cl -2.236525 1.876635 2.975576
Cl 0.559631 -11.893006 -3.518065
Cl 7.986309 1.172718 -4.941571
Cl -0.863414 0.813975 6.537784
Cl 2.386787 -0.610204 -1.519920
Cl 0.121148 -3.481654 3.980917
O 7.731293 -0.296683 4.195113
O 4.915558 -1.883725 1.274780
O 3.879020 1.522472 3.843643
O 8.106909 1.820960 3.585200
C -4.732679 -4.742245 -6.909501
C 3.357015 3.988877 0.569339
C -3.881482 -5.032864 3.492311
C -2.752023 2.906808 1.635792
C 6.741496 -2.082003 2.774259
C -9.391959 7.355504 -1.022575
C 7.940563 4.327278 -0.349697
C 0.789514 1.302785 6.946201
C 1.227023 -10.373398 -2.912802
C -4.336682 -2.116857 -2.683072
C -12.362500 5.571591 -4.939124
C -3.942897 -1.024492 8.845966
C -5.754030 -1.022815 1.112696
C -6.932749 3.906998 -1.727654
C 7.074757 0.159673 -6.063068
C 5.779189 -5.691088 -1.628373
C 7.446549 1.056382 4.141742
C 7.766606 -0.869148 2.881908
C -5.276584 6.963978 -6.267731
C 6.147621 1.476345 4.900187
C 6.063030 -1.987669 1.365107
C -3.362496 -8.759499 -0.337487
C 0.247248 -1.945488 3.122079
C 4.546802 -0.446964 5.262946
C 4.961448 0.669355 4.213133
C 6.885026 5.674443 -4.913198
C 1.644843 0.440353 -2.729873
H 5.306786 0.158698 3.291070
H -5.269593 7.910997 -6.792808
H 0.234395 -1.150855 3.855177
H 4.046487 -1.263338 4.710424
H 7.531512 5.739818 -5.779465
H -3.407930 -8.174981 0.574164
H 8.778888 4.387904 -1.033506
H 7.496145 -0.117265 2.118601
H 0.752005 2.288607 7.393679
H 6.006188 -2.016833 3.595289
H 1.846814 -10.592761 -2.052271
H -4.774797 -4.157858 -5.999789
H 6.284529 1.092635 5.933978
H 7.505215 -0.833931 -6.053212
H -8.767923 7.128434 -0.166348
H -1.935781 2.976979 0.927077
H 5.974300 2.561643 4.858729
H 3.689296 1.350799 2.922442
H -7.883013 3.916340 -2.248299
H -6.164112 -0.765847 0.149325
H 7.295192 -3.043562 2.795242
H -12.757648 5.837140 -5.911632
H -3.919398 -0.075013 8.325092
H -4.827563 -5.014810 2.964195
H 5.390718 -5.420014 -2.602319
H 3.997049 4.061593 -0.300362
H 8.775369 -1.290696 2.687111
H 1.536519 1.429287 -2.300136
H 5.457698 -0.854572 5.736755
H -3.721531 -2.342850 -1.819388
H 3.904879 0.057597 5.999762

Cartesian forces (eV/Å) of the 3 atoms listed first:
I 0.571 0.697 0.052
Cl -0.047 0.063 0.055
Cl 0.000 0.127 -0.230

As for the total charge: 0. As for the HOMO energy: -9.74 eV. For the HOMO-LUMO gap, the calculation gives 9.74 eV. Its multiplicity is 1.

Löwdin population analysis, charges in e, atoms 1 to 8: 0.8564, 0.5032, 0.4769, 0.5124, 0.5199, 0.5253, 0.5129, 0.5309

***

Molecular formula: CH2FHgLiO
Method: DFT, ωB97M-V with the def2-TZVPD basis set

Positions of all 7 atoms, in Å:
Hg 2.118420 0.634012 2.596591
F -0.774982 -1.181277 -1.031292
O 0.726820 0.537259 0.907482
C -1.141948 0.097625 -1.341265
Li 1.157159 -1.241029 1.228707
H -0.320326 0.633516 -1.793745
H -1.765144 0.519892 -0.566479

Cartesian forces (eV/Å) of the 3 atoms listed first:
Hg 0.219 0.540 0.325
F -0.145 0.199 -0.138
O 0.368 -1.015 0.327

As for the total charge: 0. The relative energy (zero: lowest compared OMol25 entry of this formula, charge and spin) is 0.000 eV. As for the HOMO energy (spin up / spin down): -8.00 / -8.64 eV. For the HOMO-LUMO gap (spin up / spin down), the calculation gives 7.45 / 7.81 eV. Its multiplicity is 3.

natural (NBO) charges, unit e, in atom order: 0.3015, -0.3730, -1.2338, 0.0945, 0.9296, 0.1404, 0.1409

***

Molecular formula: C3H8NPS3
Method: DFT, ωB97M-V with the def2-TZVPD basis set

Positions of all 16 atoms, in Å:
S 3.098256 0.925784 -0.329396
S -1.592556 -2.034910 0.032890
S 1.994143 -2.146232 -0.420453
P 1.845404 -0.382527 0.788870
N 0.265018 0.131657 0.269141
C -0.769741 -0.473987 -0.481572
C -1.613552 0.795080 -0.457987
C -0.408945 1.435241 0.289367
H -2.439665 0.527747 0.170734
H -1.679693 1.256649 -1.500573
H -2.620402 -1.512217 0.922339
H -0.561139 -0.795292 -1.487577
H 1.313410 -2.927136 0.422684
H -0.592210 1.816806 1.259934
H 0.058677 2.134277 -0.430333
H 3.702997 1.249054 0.951927

Cartesian forces (eV/Å) of the 3 atoms listed first:
S 0.992 0.386 2.160
S -1.524 0.732 1.674
S 0.230 0.284 -0.141

As for the total charge: 0. The relative energy (zero: lowest compared OMol25 entry of this formula, charge and spin) is 0.712 eV. As for the HOMO energy: -8.27 eV. For the HOMO-LUMO gap, the calculation gives 8.83 eV. Its multiplicity is 1. As for the SMILES: S[C@H]1CCN1P(S)S.

natural (NBO) population analysis, charges in e, atoms 1 to 8: -0.3438, -0.0846, -0.3195, 0.8003, -0.7965, -0.1195, -0.4241, -0.1931

***

Molecular formula: C5H12O2
Method: DFT, ωB97M-V with the def2-TZVPD basis set

Positions of all 19 atoms, in Å:
O 1.539498 -0.460212 2.557738
O 0.397790 -1.635170 -0.193222
C -1.611550 -0.640503 -2.162843
C 0.864536 0.632590 0.567621
C 0.947522 0.729656 2.067939
C -0.677567 0.479904 -1.862260
C -0.114284 -0.349267 -0.016409
H -0.066903 0.856647 2.478068
H 1.487914 -0.413578 3.518470
H -1.054096 -0.425144 0.590150
H 1.555927 1.610302 2.324485
H -1.020840 1.512021 -1.676427
H 1.869698 0.450944 0.171321
H -1.949662 -0.729549 -3.211205
H 0.038570 0.531345 -2.718208
H -0.852019 -1.464279 -1.887285
H 0.662507 -1.704587 0.770110
H -2.506408 -0.558804 -1.514155
H 0.489367 1.577684 0.196112

Cartesian forces (eV/Å) of the 3 atoms listed first:
O -0.070 -0.181 0.373
O 0.338 0.370 1.810
C 0.320 -0.785 0.181

As for the total charge: 0. The relative energy (zero: lowest compared OMol25 entry of this formula, charge and spin) is 3.698 eV. As for the HOMO energy: -8.86 eV. For the HOMO-LUMO gap, the calculation gives 9.59 eV. Its multiplicity is 1.

natural (NBO) population analysis, charges in e, atoms 1 to 8: -0.7362, -0.7349, -0.6590, -0.4982, -0.0629, -0.3731, 0.1549, 0.1568

***

So what do the calculations give for electronic energy? Going down the list: -796135.209 -10210.037 -46524.389 -9471.438 eV.